(1)
14
Properties=species:S:1:pos:R:3:lowdin_charge:R:1 method="wB97M-V/def2-TZVPD" e_tot_ev=-9741.76575 e_homo_ev=-9.04
C -1.4043 1.1961 0.4358 -0.07
N 1.1758 0.3155 -0.2546 -0.01
C 1.4511 -0.8533 0.4200 -0.63
N 0.5055 -1.8205 0.2959 0.16
C -0.9403 0.7583 -0.9235 -0.16
N 0.2488 0.3534 -1.2637 0.00
O 2.4622 -1.0156 1.0909 0.02
H 2.0187 0.8600 -0.4154 0.15
H 0.7896 -2.7283 0.6357 0.11
H 0.0244 -1.7962 -0.5933 0.08
H -1.6996 0.7981 -1.7232 0.11
H -2.2665 0.5859 0.7190 0.08
H -1.7284 2.2383 0.3709 0.08
H -0.6369 1.1085 1.2053 0.07

(2)
95
Properties=species:S:1:pos:R:3:lowdin_charge:R:1 method="wB97M-V/def2-TZVPD" e_tot_ev=-81706.96706 e_homo_ev=-12.32 total_charge=+2
Sn -0.0944 0.2164 -0.0580 1.32
C -2.2654 -0.2285 -2.8300 -0.20
C -2.0481 -1.7177 -2.9912 -0.16
C -0.7104 -2.1246 -2.3859 -0.23
N -0.6168 -1.8992 -0.9404 -0.02
C -0.4089 -2.9200 -0.1268 -0.23
C -0.6711 -4.2570 -0.5182 0.01
C -0.4055 -5.4635 0.0943 -0.04
C 0.3500 -5.7273 1.2304 -0.07
C 0.8520 -4.7884 2.1012 -0.05
C 0.6159 -3.4193 2.1187 0.01
C -0.0691 -2.5736 1.2387 -0.25
N -0.4143 -1.3365 1.5814 -0.09
C -0.3372 -0.9216 2.9834 -0.23
C -1.1043 0.3657 3.1863 -0.19
C -2.3078 0.4333 2.2569 -0.20
N -1.9221 1.0231 0.9852 -0.07
C -2.5672 2.0261 0.4454 -0.23
C -3.4111 2.8992 1.1799 0.00
C -4.3330 3.8340 0.7722 -0.05
C -4.8410 4.0587 -0.5054 -0.07
C -4.3542 3.5068 -1.6614 -0.05
C -3.2054 2.7328 -1.8563 0.01
C -2.2571 2.2430 -0.9620 -0.27
N -1.0315 1.8640 -1.3459 -0.08
C -0.6889 1.8414 -2.7660 -0.23
C -1.1690 0.5862 -3.5250 -0.14
H -2.2786 -0.0341 -1.7571 0.07
H -3.2511 0.0472 -3.2038 0.12
H -2.0525 -2.0111 -4.0443 0.13
H -2.8597 -2.2583 -2.4978 0.13
H 0.0711 -1.5122 -2.8342 0.06
H -0.4868 -3.1550 -2.6605 0.11
H -1.2408 -4.3462 -1.4326 0.11
H -0.7973 -6.3323 -0.4228 0.12
H 0.5435 -6.7671 1.4622 0.12
H 1.4606 -5.1691 2.9129 0.12
H 1.0222 -2.9001 2.9775 0.11
H 0.6985 -0.7965 3.3211 0.12
H -0.7878 -1.7059 3.5976 0.14
H -0.4531 1.2203 3.0076 0.05
H -1.4350 0.4289 4.2234 0.13
H -3.1357 0.9543 2.7316 0.11
H -2.6537 -0.5791 2.0330 0.13
H -3.2576 2.8491 2.2508 0.11
H -4.7761 4.4212 1.5690 0.12
H -5.6794 4.7368 -0.5947 0.11
H -4.8913 3.7561 -2.5694 0.12
H -2.9849 2.5224 -2.8944 0.11
H 0.3967 1.8642 -2.8225 0.08
H -1.0482 2.7503 -3.2516 0.11
H -0.2815 -0.0310 -3.6455 0.07
H -1.4967 0.8618 -4.5279 0.13
N 0.8124 4.3102 0.7921 0.18
C 1.4722 3.2450 0.3684 -0.77
S 1.4813 1.8142 1.3525 0.73
N 2.1468 3.2813 -0.7713 0.08
C 1.9842 4.1994 -1.8604 -0.23
C 0.7232 4.6597 -2.2236 -0.05
C 0.5980 5.5084 -3.3133 -0.05
C 1.7195 5.8898 -4.0381 -0.05
C 2.9715 5.4088 -3.6791 -0.05
C 3.1073 4.5594 -2.5922 -0.03
H 0.3959 4.2890 1.7083 0.12
H 0.8905 5.1963 0.3117 0.13
H 2.7814 2.5099 -0.9248 0.06
H -0.1537 4.3271 -1.6794 0.10
H -0.3822 5.8686 -3.5981 0.12
H 1.6181 6.5593 -4.8816 0.12
H 3.8475 5.7015 -4.2429 0.12
H 4.0839 4.1884 -2.3000 0.12
O 1.5200 0.1336 -1.7148 -0.62
S 2.9964 0.4120 -2.0023 1.06
C 3.1205 0.2029 -3.7571 -0.36
C 3.7079 1.2392 -4.4697 -0.07
C 3.7437 1.1691 -5.8557 -0.05
C 3.1991 0.0719 -6.5065 -0.04
C 2.6040 -0.9568 -5.7787 -0.04
C 2.5567 -0.8952 -4.3980 -0.06
C 3.8397 -0.9964 -1.3268 -0.37
C 5.0770 -0.7768 -0.7370 -0.07
C 5.7242 -1.8363 -0.1165 -0.05
C 5.1217 -3.0856 -0.0780 -0.04
C 3.8718 -3.2884 -0.6571 -0.05
C 3.2208 -2.2409 -1.2869 -0.07
H 4.1276 2.0925 -3.9477 0.10
H 4.1866 1.9757 -6.4248 0.12
H 3.2268 0.0186 -7.5869 0.12
H 2.1710 -1.8040 -6.2942 0.12
H 2.0845 -1.6857 -3.8301 0.10
H 5.5309 0.2075 -0.7702 0.12
H 6.6912 -1.6847 0.3438 0.12
H 5.6272 -3.9138 0.4021 0.12
H 3.4085 -4.2660 -0.6205 0.12
H 2.2423 -2.3832 -1.7309 0.10

(3)
46
Properties=species:S:1:pos:R:3:lowdin_charge:R:1 method="wB97M-V/def2-TZVPD" e_tot_ev=-39444.87835 e_homo_ev=-8.21
C -1.8673 1.6016 4.3891 -0.09
H -1.3588 0.9100 5.0576 0.08
H -2.7308 2.0141 4.9046 0.07
H -1.1876 2.4154 4.1485 0.06
C -2.3074 0.8830 3.1123 -0.23
C -1.1276 0.3014 2.3970 -0.23
C -0.7331 -0.9997 2.5636 0.05
C 0.4117 -1.5029 1.9091 -0.13
C 0.8664 -2.8252 2.0621 0.00
C 1.9937 -3.2547 1.4119 -0.27
C 2.6959 -2.3553 0.5857 0.00
C 2.2971 -1.0573 0.4002 -0.19
C 1.1288 -0.6120 1.0690 -0.17
N 0.7234 0.6603 0.8983 0.12
C -0.3304 1.0855 1.5290 -0.50
S -0.7614 2.7807 1.2438 1.00
C 0.4307 3.1692 -0.0645 -0.36
C 0.1955 2.4039 -1.3571 -0.53
O 1.1051 2.0994 -2.0914 0.07
N -1.1173 2.1613 -1.6156 0.13
C -1.6272 1.5536 -2.7399 -0.30
N -2.9223 1.3635 -2.8480 0.10
O -3.1315 0.7771 -4.0530 0.00
C -1.9557 0.6099 -4.6828 -0.32
C -0.9479 1.0850 -3.8949 0.06
H 0.1037 1.1111 -4.0769 0.11
C -1.9602 -0.0053 -6.0316 0.00
H -0.9405 -0.1333 -6.3806 0.09
H -2.4599 -0.9718 -6.0008 0.09
H -2.5035 0.6303 -6.7295 0.09
H -1.8068 2.4235 -0.9197 0.11
H 1.4358 2.9564 0.2969 0.08
H 0.3233 4.2388 -0.2546 0.09
C 3.0684 -0.1028 -0.4512 -0.03
H 3.8306 -0.6233 -1.0251 0.08
H 2.4052 0.4314 -1.1275 0.06
H 3.5532 0.6418 0.1797 0.09
H 3.5866 -2.7104 0.0854 0.12
C 2.5053 -4.6543 1.5647 -0.05
H 2.5557 -5.1469 0.5944 0.08
H 1.8614 -5.2366 2.2188 0.07
H 3.5109 -4.6441 1.9842 0.08
H 0.3125 -3.4939 2.7063 0.12
H -1.3013 -1.6588 3.2068 0.13
H -3.0069 0.0842 3.3667 0.11
H -2.8159 1.5962 2.4590 0.09